# C27H45Cl2OPReS

C27H45Cl2OPReS as an isolated structure (ωB97M-V/def2-TZVPD, the Open Molecules 2025 dataset).

```
78
Properties=species:S:1:pos:R:3:lowdin_spin:R:1
P 0.20 -0.56 -0.59 0.0318
C 1.75 0.01 -1.53 0.0112
C 2.01 -0.55 -2.94 0.0006
C 3.39 -0.13 -3.47 0.0009
C 3.67 1.37 -3.33 0.0001
C 3.28 1.95 -1.97 0.0008
C 1.86 1.54 -1.56 0.0013
C -1.23 0.29 -1.45 0.0069
C -1.13 0.29 -2.97 -0.0001
C -2.43 0.80 -3.59 0.0004
C -2.88 2.15 -3.01 0.0000
C -2.84 2.19 -1.48 0.0005
C -1.49 1.71 -0.94 0.0012
C 0.03 -2.30 -1.31 0.0012
C 1.22 -3.21 -0.95 0.0001
C 1.11 -4.54 -1.70 0.0002
C -0.22 -5.25 -1.49 0.0000
C -1.42 -4.32 -1.71 0.0000
C -1.30 -2.98 -0.96 0.0003
H 2.53 -0.38 -0.86 0.0003
H 1.24 -0.19 -3.65 0.0001
H 1.94 -1.65 -2.97 0.0000
H 3.46 -0.41 -4.53 0.0001
H 4.17 -0.70 -2.96 0.0000
H 4.74 1.56 -3.53 0.0001
H 3.12 1.90 -4.12 0.0000
H 3.98 1.60 -1.20 0.0002
H 3.35 3.04 -2.01 0.0001
H 1.64 1.96 -0.58 0.0000
H 1.14 1.97 -2.28 0.0000
H -2.09 -0.34 -1.16 0.0014
H -3.22 0.06 -3.45 0.0000
H -0.89 -0.71 -3.36 0.0000
H -0.31 0.96 -3.28 0.0000
H -2.30 0.90 -4.67 0.0000
H -3.88 2.40 -3.37 0.0000
H -2.20 2.93 -3.39 0.0000
H -3.06 3.20 -1.12 0.0000
H -3.63 1.53 -1.08 0.0000
H -1.53 1.74 0.16 0.0011
H -0.67 2.38 -1.25 0.0002
H 0.03 -2.17 -2.41 -0.0002
H 2.18 -2.73 -1.21 0.0000
H 1.22 -3.34 0.14 -0.0002
H 1.24 -4.35 -2.78 0.0000
H 1.94 -5.20 -1.42 0.0000
H -0.26 -5.65 -0.47 0.0000
H -0.30 -6.10 -2.17 0.0000
H -2.35 -4.82 -1.42 0.0000
H -1.50 -4.11 -2.78 0.0000
H -2.15 -2.34 -1.24 0.0004
H -1.34 -3.10 0.14 0.0006
Re 0.23 -0.30 1.68 1.4455
Cl -2.14 -0.30 1.52 0.1769
Cl 2.42 0.59 1.57 0.1504
C -0.05 1.24 3.04 0.5420
H -0.21 0.86 4.09 0.0246
C -0.19 2.68 2.98 0.0413
C -0.86 3.40 4.03 0.1070
C -1.19 4.74 3.89 -0.0110
C -0.83 5.45 2.73 0.1276
C -0.09 4.78 1.74 -0.0116
C 0.28 3.45 1.87 0.1100
H -1.17 2.86 4.94 0.0038
H -1.75 5.26 4.65 -0.0036
H 0.22 5.31 0.84 -0.0034
H 0.93 2.95 1.14 0.0054
H -1.15 6.49 2.58 0.0079
C -0.70 -2.96 6.22 0.0000
S -1.63 -1.46 6.53 -0.0001
C -0.39 -0.56 7.48 -0.0001
O 0.49 -1.90 2.29 0.2256
H -1.10 -3.77 6.83 0.0000
H 0.37 -2.80 6.45 0.0000
H -0.83 -3.20 5.16 0.0001
H 0.59 -0.74 7.04 0.0000
H -0.66 0.50 7.41 0.0000
H -0.42 -0.88 8.53 0.0000
```

Properties
highest occupied orbital energy (alpha / beta): -0.243 / -0.298 Ha
largest force on an atom: 5.3 eV Å⁻¹
LUMO level (alpha / beta): -0.75 / -1.74 eV
expectation value of S²: 3.796
calculated total energy: -78075.9933 eV
orbital gap (alpha / beta): 5.9 / 6.4 eV
molar mass: 705.810 g mol⁻¹
2S+1: 4

# C27H45ClF5InP

C27H45ClF5InP as an isolated structure (ωB97M-V/def2-TZVPD, the Open Molecules 2025 dataset).

```
80
Properties=species:S:1:pos:R:3:lowdin_charge:R:1
In 0.33 1.67 0.81 0.4294
P -0.16 0.66 -2.25 0.9397
Cl 1.21 3.71 0.10 -0.0881
C -1.11 0.57 -0.69 -0.4118
H -1.14 -0.50 -0.52 -0.0678
H -2.16 0.92 -0.47 0.0008
C 1.79 0.79 -2.54 -0.3649
C -0.77 2.30 -2.67 -0.4482
C 2.27 0.84 -4.00 -0.2257
H 2.01 1.77 -2.09 0.0763
C 3.75 1.24 -4.11 -0.2003
H 2.15 -0.15 -4.46 0.0887
H 1.69 1.54 -4.62 0.0828
C 4.67 0.39 -3.23 -0.2109
H 4.08 1.14 -5.15 0.1002
H 3.86 2.31 -3.86 0.1127
C 4.11 0.10 -1.83 -0.1925
H 4.91 -0.56 -3.73 0.1053
H 5.63 0.90 -3.13 0.0987
C 2.61 -0.28 -1.83 -0.2245
H 4.69 -0.71 -1.38 0.1013
H 4.25 0.97 -1.17 0.1152
H 2.48 -1.23 -2.37 0.0984
H 2.27 -0.44 -0.80 0.0854
C -0.61 -0.45 -3.67 -0.3772
C -2.25 2.13 -2.93 -0.2276
H -0.63 2.78 -1.70 0.0460
C -2.92 3.48 -2.80 -0.1934
H -2.41 1.69 -3.93 0.1032
H -2.71 1.43 -2.22 0.0832
C -2.25 4.55 -3.67 -0.1993
H -3.97 3.37 -3.08 0.1034
H -2.88 3.78 -1.75 0.1187
C -0.72 4.59 -3.59 -0.1906
H -2.58 4.41 -4.71 0.1055
H -2.64 5.53 -3.38 0.1005
C -0.04 3.21 -3.65 -0.1909
H -0.33 5.20 -4.41 0.1040
H -0.42 5.06 -2.64 0.1103
H -0.10 2.79 -4.66 0.0943
H 1.03 3.32 -3.41 0.1068
C 0.17 -1.77 -3.74 -0.2050
H -1.66 -0.69 -3.44 0.1120
C -0.53 -2.76 -4.69 -0.1902
H 1.19 -1.59 -4.11 0.0897
H 0.26 -2.22 -2.74 0.0745
C -0.80 -2.19 -6.09 -0.2066
H 0.10 -3.66 -4.80 0.1044
H -1.47 -3.09 -4.23 0.1087
C -1.35 -0.75 -6.07 -0.1954
H 0.11 -2.24 -6.71 0.1084
H -1.53 -2.83 -6.60 0.0981
C -0.60 0.16 -5.08 -0.2086
H -1.27 -0.33 -7.08 0.1028
H -2.43 -0.76 -5.82 0.1130
H 0.43 0.29 -5.44 0.0938
H -1.06 1.15 -5.11 0.0767
C -0.29 -2.97 -0.20 -0.0933
C -1.63 -2.76 -0.44 -0.1233
H 0.50 -2.60 -0.87 0.0780
C -2.68 -3.09 0.58 -0.2017
H -1.98 -2.39 -1.42 0.0961
C -2.09 -3.25 2.00 -0.2039
H -3.43 -2.29 0.55 0.1088
H -3.21 -4.04 0.37 0.1078
C -0.89 -4.18 1.99 -0.2092
H -1.77 -2.29 2.37 0.1056
H -2.86 -3.61 2.69 0.1019
C 0.21 -3.72 1.02 -0.1919
H -0.48 -4.32 3.00 0.1067
H -1.23 -5.16 1.65 0.1030
H 0.89 -3.08 1.60 0.1002
H 0.81 -4.58 0.67 0.1094
F 1.65 -0.52 2.69 -0.0076
C 0.93 0.62 2.85 -0.4533
F -0.38 0.20 3.20 -0.0720
C 1.42 1.50 4.05 -0.5522
F 1.16 0.83 5.20 0.1068
F 2.78 1.68 4.00 0.1063
F 0.77 2.69 4.11 0.1042
```

Properties
highest occupied orbital energy (alpha / beta): -0.037 / -0.050 Ha
largest force on an atom: 2.6 eV Å⁻¹
LUMO level (alpha / beta): 2.66 / 2.60 eV
net charge: -1
energy relative to the best compared isomer or geometry (same formula, charge and spin): 1.560 eV
calculated total energy: -69300.1161 eV
orbital gap (alpha / beta): 3.7 / 4.0 eV
molar mass: 645.892 g mol⁻¹

# C27H46AuN8P2S

C27H46AuN8P2S as an isolated structure (ωB97M-V/def2-TZVPD, the Open Molecules 2025 dataset).

```
85
Properties=species:S:1:pos:R:3:lowdin_charge:R:1
Au 0.08 -0.18 -0.04 0.3438
C -2.11 -1.87 -2.84 -0.2374
P -1.37 -0.44 -1.98 0.9374
C -2.90 0.40 -1.35 -0.3793
N -3.99 0.26 -2.08 0.1300
C -5.12 0.91 -1.70 -0.2017
C -6.31 0.76 -2.46 -0.0064
C -7.43 1.44 -2.08 -0.0571
C -7.42 2.29 -0.95 -0.0572
C -6.29 2.44 -0.20 -0.0056
C -5.11 1.74 -0.56 -0.1999
N -4.00 1.86 0.19 0.1347
C -2.92 1.20 -0.16 -0.3823
P -1.46 1.33 0.98 0.9050
C -1.32 3.15 1.09 -0.2302
C -2.07 0.79 2.66 -0.7191
C -0.83 0.83 3.57 -0.1086
C -2.54 -0.66 2.52 -0.1065
C -3.18 1.66 3.26 -0.0869
C -0.82 0.67 -3.39 -0.7103
C -1.86 0.82 -4.50 -0.0869
C 0.45 0.03 -3.96 -0.1041
C -0.49 2.05 -2.82 -0.1067
H -2.85 -1.54 -3.56 0.0385
H -2.60 -2.50 -2.10 0.0368
H -1.32 -2.44 -3.33 0.0309
H -6.29 0.12 -3.32 0.1178
H -8.34 1.33 -2.66 0.1114
H -8.32 2.82 -0.68 0.1115
H -6.26 3.08 0.68 0.1182
H -2.30 3.58 1.25 0.0431
H -0.90 3.53 0.16 0.0365
H -0.65 3.42 1.91 0.0429
H 0.00 0.26 3.14 0.0492
H -1.08 0.39 4.54 0.0934
H -0.50 1.86 3.75 0.0742
H -1.72 -1.29 2.17 0.0240
H -3.38 -0.75 1.82 0.0789
H -2.87 -1.03 3.49 0.0914
H -2.82 2.66 3.49 0.0796
H -3.50 1.20 4.20 0.0903
H -4.04 1.74 2.60 0.0601
H -1.94 -0.09 -5.10 0.0792
H -1.55 1.62 -5.18 0.0915
H -2.85 1.07 -4.12 0.0653
H 0.25 -0.96 -4.38 0.0710
H 1.23 -0.07 -3.20 0.0367
H 0.85 0.65 -4.76 0.0942
H -1.40 2.57 -2.50 0.0799
H -0.02 2.66 -3.59 0.0918
H 0.19 1.99 -1.97 0.0398
C 6.88 0.11 0.32 -0.0733
C 6.32 1.28 1.13 -0.4101
C 5.60 0.79 2.39 -0.0727
C 5.43 2.19 0.28 -0.1018
N 4.22 1.52 -0.21 -0.0937
C 3.03 1.38 0.36 -0.1364
N 2.27 0.66 -0.44 -0.0686
N 3.03 0.36 -1.52 -0.0027
N 4.20 0.87 -1.39 0.0824
H 7.58 -0.47 0.93 0.0834
H 7.40 0.45 -0.57 0.0829
H 6.08 -0.57 0.00 0.0737
H 7.15 1.92 1.44 0.1395
H 4.75 0.15 2.13 0.0730
H 5.24 1.62 2.99 0.0816
H 6.28 0.20 3.00 0.0850
H 5.96 2.53 -0.60 0.1303
H 5.11 3.05 0.85 0.1305
H 2.74 1.79 1.31 0.1395
C 1.35 -3.39 -1.84 -0.0516
N 0.19 -3.76 -1.05 -0.1604
C -0.64 -4.90 -1.43 -0.1052
C -1.66 -4.97 -0.28 -0.1136
N -1.03 -4.11 0.72 0.0369
C -0.01 -3.40 0.22 -0.8120
S 0.92 -2.31 1.13 0.5832
H 1.08 -3.36 -2.89 0.0883
H 2.17 -4.11 -1.71 0.1011
H 1.70 -2.41 -1.53 0.0348
H -0.04 -5.81 -1.50 0.1306
H -1.12 -4.73 -2.39 0.1128
H -1.80 -5.98 0.09 0.1213
H -2.64 -4.57 -0.58 0.1128
H -1.40 -3.93 1.63 0.1362
```

Properties
highest occupied orbital energy: -0.369 Ha
largest force on an atom: 0.5 eV Å⁻¹
LUMO level: -2.83 eV
net charge: +1
calculated total energy: -73768.5034 eV
orbital gap: 7.2 eV
molar mass: 773.703 g mol⁻¹